{
  "formula": "C6H7N",
  "method": "the ωB97M-V functional and the def2-TZVPD basis",
  "symbols": ["N", "C", "C", "C", "C", "C", "C", "H", "H", "H", "H", "H", "H", "H"],
  "xyz": [[-0.388, 3.401, -0.464], [-0.344, 2.286, -0.133], [-0.185, 0.899, 0.333], [1.112, 0.263, -0.160], [0.926, -1.231, -0.096], [-0.331, -1.677, -0.095], [-1.414, -0.692, -0.087], [-0.331, 0.867, 1.400], [1.324, 0.577, -1.195], [1.951, 0.604, 0.453], [1.780, -1.894, -0.092], [-0.560, -2.745, -0.030], [-1.312, 0.292, -0.586], [-2.127, -0.814, 0.734]],
  "nbo_charge": [-0.30, 0.25, -0.32, -0.45, -0.19, -0.25, -0.37, 0.25, 0.22, 0.22, 0.21, 0.24, 0.27, 0.21],
  "energy_ev": -7821.43684,
  "spin_multiplicity": 1,
  "e_above_lowest_kj_mol": 406.2,
  "orbital_gap_ev": 8.5,
  "total_charge": 0
}

***

{
  "formula": "C6H7N",
  "method": "the ωB97M-V functional and the def2-TZVPD basis",
  "symbols": ["N", "C", "C", "C", "C", "C", "C", "H", "H", "H", "H", "H", "H", "H"],
  "xyz": [[-0.340, 2.212, -1.779], [-0.330, 1.666, -0.763], [-0.226, 0.900, 0.486], [1.172, 0.226, 0.445], [0.893, -0.980, -0.423], [-0.399, -1.301, -0.387], [-1.206, -0.304, 0.419], [-0.388, 1.586, 1.330], [1.956, 0.885, 0.057], [1.464, -0.100, 1.451], [1.648, -1.474, -1.026], [-0.846, -2.163, -0.869], [-2.144, -0.062, -0.095], [-1.446, -0.646, 1.436]],
  "nbo_charge": [-0.33, 0.29, -0.32, -0.42, -0.19, -0.19, -0.43, 0.25, 0.23, 0.22, 0.22, 0.22, 0.23, 0.22],
  "energy_ev": -7824.69564,
  "spin_multiplicity": 1,
  "e_above_lowest_kj_mol": 91.8,
  "smiles": "N#CC1CC=CC1",
  "orbital_gap_ev": 10.7,
  "total_charge": 0
}

***

{
  "formula": "C6H7N",
  "method": "the ωB97M-V functional and the def2-TZVPD basis",
  "symbols": ["C", "C", "C", "C", "C", "C", "N", "H", "H", "H", "H", "H", "H", "H"],
  "xyz": [[0.409, -0.133, 1.327], [0.231, -0.083, -0.077], [1.611, -0.841, 1.211], [2.548, -1.697, 1.671], [-2.106, 1.193, -0.735], [-1.032, 0.474, -1.439], [1.522, -0.118, -0.102], [3.524, -1.868, 1.179], [2.410, -1.916, 2.720], [-1.762, 1.882, -0.109], [-2.842, 0.664, -0.154], [-2.817, 1.759, -1.406], [-0.334, 1.138, -2.144], [-1.364, -0.452, -1.943]],
  "nbo_charge": [-0.09, 0.22, 0.05, -0.46, -0.65, -0.32, -0.32, 0.23, 0.22, 0.22, 0.23, 0.22, 0.24, 0.22],
  "energy_ev": -7817.94935,
  "spin_multiplicity": 1,
  "e_above_lowest_kj_mol": 742.7,
  "orbital_gap_ev": 8.6,
  "total_charge": 0
}

***

{
  "formula": "C6H7N",
  "method": "the ωB97M-V functional and the def2-TZVPD basis",
  "symbols": ["N", "C", "C", "C", "C", "C", "C", "H", "H", "H", "H", "H", "H", "H"],
  "xyz": [[-0.526, 3.244, -0.333], [-0.445, 2.134, -0.011], [-0.197, 0.748, 0.411], [1.146, 0.236, -0.164], [0.972, -1.256, -0.043], [-0.317, -1.583, -0.009], [-1.201, -0.348, -0.040], [-0.144, 0.747, 1.506], [1.211, 0.516, -1.226], [2.017, 0.658, 0.345], [1.809, -1.945, -0.019], [-0.693, -2.600, 0.055], [-1.535, -0.092, -1.052], [-2.098, -0.459, 0.579]],
  "nbo_charge": [-0.33, 0.29, -0.32, -0.42, -0.19, -0.19, -0.42, 0.25, 0.22, 0.22, 0.22, 0.22, 0.22, 0.22],
  "energy_ev": -7824.73190,
  "spin_multiplicity": 1,
  "e_above_lowest_kj_mol": 88.3,
  "smiles": "N#CC1CC=CC1",
  "orbital_gap_ev": 10.7,
  "total_charge": 0
}

***

{
  "formula": "C6H7N",
  "method": "the ωB97M-V functional and the def2-TZVPD basis",
  "symbols": ["C", "C", "C", "C", "C", "N", "C", "H", "H", "H", "H", "H", "H", "H"],
  "xyz": [[-0.313, 0.497, 1.849], [-1.083, 0.889, 0.649], [-0.973, -0.043, -0.485], [0.188, -1.007, -0.844], [-0.069, 0.243, -1.648], [1.207, 0.839, -1.150], [1.445, -0.258, -0.521], [0.173, -0.494, 1.854], [-1.006, 0.583, 2.696], [0.442, 1.273, 2.049], [-1.961, -0.395, -0.798], [0.056, -2.046, -1.126], [-0.389, 0.356, -2.678], [2.282, -0.436, 0.153]],
  "nbo_charge": [-0.81, 0.23, -0.38, -0.36, -0.04, -0.39, 0.09, 0.19, 0.27, 0.28, 0.27, 0.24, 0.23, 0.19],
  "energy_ev": -7818.97647,
  "spin_multiplicity": 1,
  "e_above_lowest_kj_mol": 643.6,
  "orbital_gap_ev": 8.1,
  "total_charge": 0
}

***

{
  "formula": "C6H7N",
  "method": "the ωB97M-V functional and the def2-TZVPD basis",
  "symbols": ["C", "C", "C", "C", "C", "C", "N", "H", "H", "H", "H", "H", "H", "H"],
  "xyz": [[0.741, 1.318, -0.409], [0.549, -0.007, -0.713], [-0.041, -1.079, 0.360], [-0.653, 1.760, -0.926], [-0.920, 0.197, -0.935], [0.695, -1.849, 1.393], [-1.208, -0.573, 0.266], [1.582, 1.820, -0.016], [-1.249, 2.365, -0.292], [-0.639, 2.050, -1.926], [-1.578, -0.110, -1.716], [0.938, -1.178, 2.180], [1.672, -2.102, 1.009], [0.111, -2.609, 1.726]],
  "nbo_charge": [-0.16, -0.11, 0.33, -0.44, -0.10, -0.67, -0.39, 0.20, 0.22, 0.22, 0.20, 0.24, 0.23, 0.23],
  "energy_ev": -7820.42803,
  "spin_multiplicity": 1,
  "e_above_lowest_kj_mol": 503.6,
  "orbital_gap_ev": 9.3,
  "total_charge": 0
}

***

{
  "formula": "C6H7N",
  "method": "the ωB97M-V functional and the def2-TZVPD basis",
  "symbols": ["C", "C", "C", "N", "H", "H", "H", "C", "C", "C", "H", "H", "H", "H"],
  "xyz": [[0.940, 1.910, 0.724], [1.061, 0.679, 0.248], [1.544, -0.366, -0.395], [2.106, -1.315, -0.952], [0.604, 2.705, 0.062], [1.197, 2.111, 1.815], [1.892, -1.160, -2.015], [-0.769, -1.816, 1.145], [-1.069, -1.100, 0.221], [-1.763, -0.109, -0.512], [0.146, -2.065, 1.601], [-1.799, 0.900, -0.033], [-2.792, -0.439, -0.415], [-1.297, 0.066, -1.493]],
  "nbo_charge": [-0.35, -0.18, 0.32, -0.59, 0.21, 0.22, 0.36, -0.26, 0.02, -0.72, 0.24, 0.24, 0.26, 0.24],
  "energy_ev": -7819.51559,
  "spin_multiplicity": 1,
  "e_above_lowest_kj_mol": 591.6,
  "smiles": "C=C=C=N.C#CC",
  "orbital_gap_ev": 8.8,
  "total_charge": 0
}

***

{
  "formula": "C6H7N2OS",
  "method": "the ωB97M-V functional and the def2-TZVPD basis",
  "symbols": ["N", "C", "C", "O", "C", "S", "C", "C", "C", "N", "H", "H", "H", "H", "H", "H", "H"],
  "xyz": [[2.757, -0.367, 0.576], [1.452, -0.476, 0.179], [0.752, -1.592, -0.472], [-0.551, -1.863, 0.052], [-1.295, -0.729, -0.021], [-2.965, -0.533, 0.126], [-2.885, 1.187, 0.022], [-1.599, 1.684, -0.029], [-0.606, 0.717, -0.064], [0.729, 0.676, 0.250], [3.288, -1.159, 0.787], [3.286, 0.438, 0.244], [0.463, -1.404, -1.596], [1.182, -2.505, -0.350], [-3.775, 1.643, -0.068], [-1.256, 2.663, -0.076], [1.024, 1.621, 0.439]],
  "nbo_charge": [-0.75, 0.48, -0.15, -0.44, 0.08, 0.59, -0.39, -0.24, 0.01, -0.46, 0.42, 0.43, 0.25, 0.24, 0.25, 0.24, 0.44],
  "energy_ev": -22189.33199,
  "spin_multiplicity": 1,
  "e_above_lowest_kj_mol": 168.7,
  "smiles": "[NH2+]=C1COc2sccc2N1",
  "orbital_gap_ev": [7.1, 7.1],
  "total_charge": 1
}

***

{
  "formula": "C6H7N3O3",
  "method": "the ωB97M-V functional and the def2-TZVPD basis",
  "symbols": ["N", "O", "N", "C", "C", "C", "C", "C", "C", "N", "O", "O", "H", "H", "H", "H", "H", "H", "H"],
  "xyz": [[-0.492, 0.772, 2.808], [-1.241, 1.090, 1.646], [-0.340, 1.218, 0.550], [-0.047, 0.144, -0.226], [0.315, 0.301, -1.585], [0.665, -0.762, -2.398], [0.342, -2.034, -1.907], [-0.103, -2.223, -0.624], [-0.176, -1.110, 0.307], [0.343, 2.417, 0.512], [1.408, 2.416, -0.031], [-0.204, 3.331, 1.107], [-0.823, 1.271, 3.574], [-0.532, -0.210, 2.967], [0.663, 1.364, -1.788], [0.929, -0.539, -3.361], [0.359, -2.917, -2.597], [-0.408, -3.160, -0.175], [-0.658, -1.369, 1.220]],
  "nbo_charge": [-0.53, -0.19, -0.02, 0.10, -0.21, -0.19, -0.22, -0.19, -0.23, 0.64, -0.37, -0.38, 0.36, 0.34, 0.24, 0.22, 0.22, 0.22, 0.21],
  "energy_ev": -16940.72155,
  "spin_multiplicity": 1,
  "e_above_lowest_kj_mol": 605.2,
  "smiles": "NON(c1ccccc1)[N+](=O)[O-]",
  "orbital_gap_ev": 9.3,
  "total_charge": 0
}

***

{
  "formula": "C6H7N3O4",
  "method": "the ωB97M-V functional and the def2-TZVPD basis",
  "symbols": ["C", "C", "C", "C", "C", "C", "N", "N", "N", "O", "O", "O", "O", "H", "H", "H", "H", "H", "H", "H"],
  "xyz": [[-0.280, -1.131, -1.105], [0.912, -0.500, -1.026], [3.563, 0.279, 0.519], [2.338, -0.206, 0.690], [-3.416, 1.919, 0.302], [-1.356, -1.048, -0.266], [0.258, 0.537, 1.084], [-2.638, -1.158, -0.019], [1.201, 0.385, 0.110], [-2.531, 1.819, -0.403], [-4.241, 2.084, 1.059], [-3.145, -1.919, -0.827], [-3.215, -0.589, 0.848], [-0.476, -1.971, -1.891], [1.700, -0.514, -1.704], [4.562, -0.239, 0.872], [3.839, 1.243, -0.065], [2.048, -1.031, 1.266], [-0.641, 0.694, 0.657], [1.520, 1.347, -0.100]],
  "lowdin_spin": [0.08, 0.20, 0.00, 0.01, 0.00, 0.86, 0.30, 0.11, 0.04, 0.01, 0.00, 0.24, 0.06, 0.03, 0.01, 0.00, 0.00, 0.00, 0.01, 0.02],
  "energy_ev": -18984.26224,
  "s_squared": 2.04,
  "spin_multiplicity": 3,
  "e_above_lowest_kj_mol": 293.5,
  "orbital_gap_ev": [7.7, 5.9],
  "total_charge": 0
}

***

{
  "formula": "C6H7N4",
  "method": "the ωB97M-V functional and the def2-TZVPD basis",
  "symbols": ["N", "N", "C", "N", "N", "C", "C", "C", "C", "C", "H", "H", "H", "H", "H", "H", "H"],
  "xyz": [[1.816, -2.877, 0.201], [1.992, -1.748, 0.258], [1.966, -0.479, 0.059], [3.146, 0.253, 0.007], [2.993, 1.497, -0.105], [1.712, 1.785, -0.153], [0.891, 0.653, -0.023], [-0.481, 0.339, -0.152], [-1.136, -0.708, 0.707], [-1.193, -0.861, -0.715], [4.109, 0.006, -0.130], [1.470, 2.776, -0.255], [-0.951, 1.342, -0.157], [-1.994, -0.302, 1.267], [-0.339, -1.265, 1.091], [-0.582, -1.565, -1.292], [-2.069, -0.688, -1.187]],
  "nbo_charge": [0.26, 0.07, 0.06, -0.25, -0.07, -0.10, 0.15, -0.32, -0.35, -0.35, 0.45, 0.25, 0.25, 0.27, 0.20, 0.22, 0.25],
  "energy_ev": -12284.26576,
  "spin_multiplicity": 1,
  "e_above_lowest_kj_mol": 356.8,
  "smiles": "N#[N+]c1[nH]ncc1C1CC1",
  "orbital_gap_ev": [7.8, 7.8],
  "total_charge": 1
}

***

{
  "formula": "C6H7NO",
  "method": "the ωB97M-V functional and the def2-TZVPD basis",
  "symbols": ["C", "C", "O", "C", "C", "C", "N", "C", "H", "H", "H", "H", "H", "H", "H"],
  "xyz": [[2.150, 0.738, -0.322], [2.230, -0.723, -0.123], [0.928, -1.080, 0.227], [0.147, 0.198, 0.489], [-1.318, -0.159, 0.488], [-2.524, 0.652, -0.075], [-1.938, -0.792, -0.762], [0.964, 1.266, 0.059], [2.802, 1.333, -0.865], [3.021, -1.499, -0.074], [-1.724, -0.479, 1.480], [-3.379, 0.586, 0.496], [-2.709, 1.648, -0.725], [-2.339, -1.545, -0.196], [0.580, 2.306, 0.304]],
  "nbo_charge": [-0.32, 0.12, -0.44, 0.24, -0.16, -0.26, -0.54, -0.28, 0.22, 0.22, 0.20, 0.18, 0.23, 0.34, 0.25],
  "energy_ev": -9867.93851,
  "spin_multiplicity": 1,
  "e_above_lowest_kj_mol": 455.3,
  "smiles": "c1coc([C@H]2CN2)c1",
  "orbital_gap_ev": 9.2,
  "total_charge": 0
}